Entry 1:
The following is a DFT calculation (ωB97M-V/def2-TZVPD) of 3 unconnected molecules or ions with the total composition C3H10O3.

The HOMO energy comes out at -9.976 eV. For the frontier orbital gap, the calculation gives 10.720 eV. Its structure (SMILES) is CCC=O.O.O. The calculation puts the largest force on an atom at 2.1 eV/A. For the total energy, the calculation gives -345.9813 Ha. The value obtained for the energy relative to the best compared isomer or geometry (same formula, charge and spin) is 20.8 kcal per mole.

Last columns: bonded neighbours and bond lengths (Å).
Atoms and positions in Å:
1 C -0.61 -0.42 1.88  C2 1.518, H5 1.101, H6 1.091, H7 1.087
2 C -0.81 0.62 0.79  C1 1.518, C3 1.471, H8 1.105, H9 1.093
3 C -1.71 0.41 -0.35  C2 1.471, O4 1.211, H10 1.109
4 O -1.50 0.94 -1.42  C3 1.211
5 H 0.43 -0.75 2.01  C1 1.101
6 H -1.02 -1.39 1.59  C1 1.091
7 H -0.87 -0.04 2.87  C1 1.087
8 H -1.21 1.54 1.25  C2 1.105
9 H 0.16 0.99 0.46  C2 1.093
10 H -2.63 -0.22 -0.32  C3 1.109
11 O 1.53 -1.77 -1.18  H12 0.963, H13 0.964
12 H 1.83 -2.11 -0.33  O11 0.963
13 H 1.38 -0.85 -0.94  O11 0.964
14 O 1.81 0.76 -1.97  H15 0.937, H16 0.957
15 H 1.61 1.51 -1.45  O14 0.937
16 H 1.60 0.78 -2.90  O14 0.957

***

Entry 2:
The following is a DFT calculation (ωB97M-V/def2-TZVPD) of 3 unconnected molecules or ions with the total composition C3H10O3S.

The HOMO energy comes out at 0.123 eV. For the frontier orbital gap, the calculation gives 5.829 eV. The calculation puts the largest force on an atom at 2.0 eV/A. As for the net charge: -2. For the total energy, the calculation gives -744.1737 Ha. The value obtained for the energy relative to the best compared isomer or geometry (same formula, charge and spin) is 7.6 kcal per mole.

Last columns: bonded neighbours and bond lengths (Å).
Atoms and positions in Å:
1 C 0.59 -0.01 -0.02  O2 1.433, C3 1.488, H6 1.105, H7 1.101
2 O -0.38 0.47 -0.97  C1 1.433, H15 1.106
3 C 1.96 0.51 -0.28  C1 1.488, C4 1.546, H8 1.074, H9 1.101
4 C 3.07 -0.09 0.61  C3 1.546, S5 1.817, H10 1.091, H11 1.120
5 S 4.77 -0.05 -0.04  C4 1.817
6 H 0.53 -1.11 0.04  C1 1.105
7 H 0.24 0.30 0.97  C1 1.101
8 H 2.23 0.04 -1.21  C3 1.074
9 H 1.91 1.61 -0.41  C3 1.101
10 H 3.00 0.25 1.64  C4 1.091
11 H 2.77 -1.17 0.70  C4 1.120
12 H -4.19 -0.14 -0.09  O14 1.002
13 H -5.17 -0.16 -1.25  O14 0.951
14 O -5.17 -0.05 -0.30  H12 1.002, H13 0.951
15 H -1.33 0.19 -0.48  O2 1.106
16 H -2.34 -0.26 1.01  O17 0.964
17 O -2.49 -0.32 0.06  H16 0.964

***

Entry 3:
The following is a DFT calculation (ωB97M-V/def2-TZVPD) of 3 unconnected molecules or ions with the total composition C3H10O3S2.

The HOMO energy comes out at -8.987 eV. For the frontier orbital gap, the calculation gives 9.210 eV. Its structure (SMILES) is O=CCCSS.O.O. The calculation puts the largest force on an atom at 1.7 eV/A. For the total energy, the calculation gives -1142.3657 Ha. The value obtained for the energy relative to the best compared isomer or geometry (same formula, charge and spin) is 18.9 kcal per mole.

Last columns: bonded neighbours and bond lengths (Å).
Atoms and positions in Å:
1 O -0.17 -2.48 1.32  C2 1.201
2 C 0.12 -2.28 0.18  O1 1.201, C3 1.518, H7 1.099
3 C 0.92 -1.13 -0.40  C2 1.518, C4 1.521, H8 1.095, H9 1.092
4 C 1.89 -0.41 0.52  C3 1.521, S5 1.833, H10 1.079, H11 1.074
5 S 1.22 0.07 2.16  C4 1.833, S6 2.046
6 S 0.58 2.00 1.92  S5 2.046, H12 1.346
7 H -0.43 -2.88 -0.56  C2 1.099
8 H 1.46 -1.64 -1.20  C3 1.095
9 H 0.21 -0.43 -0.86  C3 1.092
10 H 2.73 -1.08 0.65  C4 1.079
11 H 2.28 0.51 0.13  C4 1.074
12 H 1.76 2.59 1.64  S6 1.346
13 O -2.20 2.57 -1.24  H14 0.963, H15 0.965
14 H -1.72 3.17 -1.82  O13 0.963
15 H -1.51 2.17 -0.69  O13 0.965
16 O -2.69 -0.40 -0.49  H17 0.961, H18 0.961
17 H -2.52 0.05 -1.33  O16 0.961
18 H -1.92 -0.38 0.08  O16 0.961

***

- Look up the frontier orbital gap of the first one.
  10.720 eV

***

- The highest frontier orbital gap belongs to which entry?
  C3H10O3

***

- What is the energy relative to the best compared isomer or geometry (same formula, charge and spin) in the first record?
  20.8 kcal per mole

***

- The lowest frontier orbital gap belongs to which entry?
  C3H10O3S